(1)
This record from the Open Molecules 2025 dataset describes one molecule with the formula C2H2Cl2S. The level of theory is the ωB97M-V functional and the def2-TZVPD basis.

```
7
Properties=species:S:1:pos:R:3:forces:R:3
S -1.51484 -1.00210 1.31770 0.076 0.760 -1.066
C -0.94704 -0.02758 0.15717 1.276 -0.359 1.203
C 0.55853 0.22251 -0.07757 0.332 -2.372 -0.167
Cl 1.71448 -1.18944 0.46568 -1.360 1.390 -0.231
Cl 0.75542 0.30098 -1.86275 0.107 0.586 0.674
H -1.49420 0.63672 -0.51181 -0.460 -0.274 0.173
H 0.92765 1.05890 0.51159 0.029 0.270 -0.587
```
Forces are in eV/Å.

Computed properties:
structure (SMILES)	S=CC(Cl)Cl
relative energy (zero: lowest compared OMol25 entry of this formula, charge and spin)	14.1	kcal per mole
max |F|	0.04669	hartree/bohr
highest occupied orbital energy	-9.449	eV
calculated total energy	-37985.2814	eV

(2)
This record from the Open Molecules 2025 dataset describes C24H29AsN4O2S3V as an isolated structure. The level of theory is the ωB97M-V functional and the def2-TZVPD basis.

```
64
Properties=species:S:1:pos:R:3:forces:R:3
V 0.27233 0.92814 -0.62878 -0.137 0.576 0.242
O -0.95234 -0.49448 -0.77208 0.580 -0.231 0.087
C -2.24215 -0.71553 -0.63672 0.134 0.118 -0.091
C -2.72326 -2.02689 -0.71408 -0.090 -0.101 -0.006
C -4.06791 -2.29600 -0.56421 -0.011 -0.013 -0.001
C -4.97044 -1.26255 -0.32258 0.035 0.030 0.008
C -4.49970 0.03268 -0.24189 -0.018 0.001 0.035
C -3.14351 0.33347 -0.40723 -0.181 0.318 0.078
C -2.67323 1.72251 -0.31093 -0.404 -0.178 0.019
N -1.42737 2.15599 -0.17948 0.276 -0.489 -0.264
C -1.47401 3.52704 -0.10045 -0.016 0.411 0.140
C -2.76288 3.93811 -0.17714 -0.017 -0.137 -0.009
N -3.50913 2.78746 -0.31444 0.187 -0.030 0.040
H -2.00870 -2.82203 -0.88502 0.008 0.012 0.007
H -4.41972 -3.31812 -0.62587 0.001 0.010 -0.001
H -6.02294 -1.47121 -0.19062 0.006 0.016 0.002
H -5.20767 0.82053 -0.01451 -0.009 0.022 -0.010
H -0.58836 4.13294 0.02159 -0.142 -0.121 -0.061
H -3.20198 4.91895 -0.15428 -0.020 -0.021 -0.007
H -4.50389 2.73835 -0.44143 -0.027 0.026 0.009
C 6.44844 1.16996 0.11664 -0.008 0.013 0.003
C 5.00321 0.88772 -0.14377 0.083 -0.015 0.013
C 4.54550 -0.40488 -0.42360 0.063 0.015 0.008
C 3.20720 -0.54826 -0.69161 -0.107 -0.004 -0.135
N 2.38206 0.49930 -0.69364 -0.053 -0.365 -0.025
C 2.88527 1.70288 -0.32500 0.054 -0.223 -0.057
S 1.66019 2.89737 -0.17019 -0.017 0.087 0.088
N 4.17317 1.92438 -0.07829 -0.070 0.019 -0.013
H 7.06359 0.27920 0.01146 -0.003 -0.002 0.000
H 6.56454 1.57143 1.12375 0.000 0.001 -0.005
H 6.79796 1.93706 -0.57435 0.001 -0.003 0.003
H 5.21444 -1.25248 -0.43653 0.001 0.013 0.002
H 2.77371 -1.51539 -0.92248 -0.020 0.008 0.001
C 1.00297 0.27063 3.87984 0.105 0.042 0.053
S 0.21936 1.17452 2.55947 -0.127 -0.044 -0.106
O 0.49781 0.27683 1.35263 0.026 0.216 0.025
C -1.47473 0.86091 3.00239 -0.001 -0.003 -0.063
C -1.98990 -0.42378 2.88807 -0.034 0.018 -0.017
C -3.31347 -0.64378 3.22720 -0.012 0.000 -0.060
C -4.10377 0.41344 3.66514 -0.024 0.018 0.004
C -3.58071 1.69534 3.75956 -0.011 -0.016 0.007
C -2.25416 1.92854 3.42051 0.015 -0.021 -0.024
H 0.64775 -0.75747 3.86058 0.009 -0.010 0.008
H 0.74702 0.75695 4.82051 0.004 -0.023 0.002
H 2.07758 0.31622 3.71194 -0.008 0.001 0.004
H -1.36885 -1.22878 2.51422 -0.001 0.007 -0.009
H -3.73350 -1.63634 3.13520 -0.009 -0.001 0.010
H -5.13824 0.23535 3.92962 0.011 0.002 -0.005
H -4.20292 2.51449 4.09517 0.004 -0.007 -0.002
H -1.83368 2.92549 3.47485 0.004 0.001 -0.003
C 2.37938 -0.32050 -4.47141 0.047 0.021 0.006
As 0.49499 -0.04968 -4.22778 -0.052 0.059 0.089
C -0.22935 0.24235 -5.97644 -0.015 0.037 -0.029
C -0.23672 -1.70553 -3.59786 -0.022 -0.032 0.021
S 0.05561 1.63398 -3.01899 0.014 0.021 0.000
H 2.54674 -0.99611 -5.30880 0.014 -0.015 0.006
H 2.80469 -0.74014 -3.56327 0.017 0.002 0.033
H 2.83661 0.64695 -4.66736 0.012 -0.007 -0.023
H 0.03693 -0.58751 -6.62883 -0.007 -0.004 -0.006
H 0.17779 1.17249 -6.36700 -0.007 0.002 -0.015
H -1.31048 0.32676 -5.89410 -0.008 0.003 -0.012
H -0.05977 -2.48434 -4.33855 -0.008 0.006 -0.009
H -1.30233 -1.56457 -3.43117 -0.028 -0.028 -0.016
H 0.22688 -1.96601 -2.65034 0.013 -0.008 0.030
```
Forces are in eV/Å.

Computed properties:
2S+1	3
relative energy (zero: lowest compared OMol25 entry of this formula, charge and spin)	4.4	kcal per mole
net charge	+1
max |F|	0.01243	hartree/bohr
highest occupied orbital energy (alpha / beta)	-10.320 / -10.438	eV
calculated total energy	-154444.8672	eV

(3)
This record from the Open Molecules 2025 dataset describes one molecule with the formula C3H3NOS. The level of theory is the ωB97M-V functional and the def2-TZVPD basis.

```
9
Properties=species:S:1:pos:R:3:forces:R:3
O 2.84882 0.02817 0.38117 0.762 -0.089 -0.519
C 1.77282 0.12004 -0.05705 -2.896 0.162 1.888
N 0.80678 0.52290 -0.83257 -0.019 0.343 -0.576
C 0.07006 -0.14323 0.23057 -0.580 -0.480 -0.215
C -1.47489 -0.05225 0.59723 2.843 -0.195 -0.470
S -0.87303 -1.63407 -0.08653 -0.082 -0.029 -0.034
H 0.69690 0.74744 -1.81773 0.029 -0.103 -0.142
H -1.72434 -0.09333 1.64403 -0.047 0.161 0.111
H -2.12313 0.50433 -0.05910 -0.010 0.229 -0.043
```
Forces are in eV/Å.

Computed properties:
structure (SMILES)	O=C1N[C@]12CS2
relative energy (zero: lowest compared OMol25 entry of this formula, charge and spin)	69.5	kcal per mole
max |F|	0.06731	hartree/bohr
highest occupied orbital energy	-8.508	eV
calculated total energy	-17528.9266	eV

(4)
This record from the Open Molecules 2025 dataset describes a 2-piece molecular cluster, C6H14N2Si2 overall. The level of theory is the ωB97M-V functional and the def2-TZVPD basis.

```
24
Properties=species:S:1:pos:R:3:forces:R:3
C 1.10884 3.87571 -0.97838 -2.184 -1.242 1.325
C 0.21584 3.41550 -0.34294 -2.186 -1.444 1.507
C 0.85587 -1.96361 -2.14539 -1.209 0.906 0.330
C 0.71880 -0.70651 -1.29579 2.808 -0.541 2.544
C 0.86484 -1.01227 0.31330 1.595 2.537 -2.946
C 0.85672 0.16395 1.27603 -0.396 -0.012 1.193
N -2.22670 2.36437 1.61334 -0.671 0.624 0.993
N -0.38222 0.90761 1.40878 -0.072 1.329 -1.422
Si -1.75423 0.89904 2.43842 -0.047 -0.431 -2.968
Si -1.03463 2.28853 0.44329 0.673 -2.969 -2.060
H 1.84393 4.42068 -1.31630 3.515 2.292 -1.994
H 0.24940 -2.75739 -1.74429 -0.212 -0.532 0.126
H 0.50009 -1.76338 -3.16796 0.529 -0.171 0.217
H 1.88881 -2.21093 -2.06412 0.743 -0.694 -0.531
H 1.62855 -0.09965 -1.59283 -1.447 0.155 0.419
H -0.20070 -0.22620 -1.30214 -1.558 1.216 -1.018
H 0.02281 -1.56674 0.59411 -0.632 -1.858 0.471
H 1.90484 -1.30276 0.44189 -0.243 -1.535 0.220
H 1.62856 0.93185 1.07797 0.165 -0.777 0.176
H 1.01337 -0.38827 2.27348 0.267 1.259 -1.046
H -3.03303 2.84364 1.94639 -0.333 0.729 -0.642
H -1.45102 1.06470 3.77518 0.165 -0.011 2.201
H -2.71234 -0.15076 2.00240 -0.028 -0.084 0.738
H -1.90950 1.24395 -1.67509 0.755 1.256 2.168
```
Forces are in eV/Å.

Computed properties:
relative energy (zero: lowest compared OMol25 entry of this formula, charge and spin)	74.0	kcal per mole
max |F|	0.09035	hartree/bohr
highest occupied orbital energy (alpha / beta)	-7.906 / -7.905	eV
calculated total energy	-25180.5944	eV